[1]
This record from the Open Molecules 2025 dataset describes 7 unconnected molecules or ions with the total composition C6H27NO6S. The level of theory is ωB97M-V/def2-TZVPD.

The geometry in XYZ format:
```
41
Properties=species:S:1:pos:R:3:lowdin_charge:R:1
C -2.0994 -1.7406 1.5428 -0.09
C -0.7216 -1.7885 2.2044 -0.26
N -0.1748 -0.4294 2.3277 -0.05
C 0.6959 -0.0343 1.2038 -0.41
C 2.1660 -0.3268 1.4912 -0.06
C 0.5196 1.4675 0.9379 -0.23
C -0.8104 1.7712 0.2383 -0.57
S -0.9519 3.5191 -0.2385 0.71
H -2.8351 -1.2446 2.1791 0.06
H -2.4752 -2.7390 1.3065 0.07
H -2.0742 -1.1260 0.6312 0.06
H -0.0953 -2.4971 1.6580 0.10
H -0.8601 -2.2104 3.2078 0.12
H 0.3337 -0.3453 3.1991 0.12
H 0.4264 -0.5632 0.2861 0.12
H 2.5468 0.3096 2.2880 0.08
H 2.3829 -1.3861 1.7687 0.09
H 2.7858 -0.1211 0.6112 0.08
H 0.5527 2.0039 1.9022 0.12
H 1.3353 1.8630 0.3213 0.10
H -0.8872 1.1598 -0.6610 0.04
H -1.6764 1.5649 0.8729 0.05
H 0.1293 3.6612 -1.0316 -0.16
O -1.1013 1.0474 -3.4433 -0.07
H -0.2539 1.4441 -3.1225 0.01
H -1.8577 1.5730 -3.1527 0.07
O 1.7408 -3.0097 -1.6759 -0.05
H 1.3637 -2.8308 -0.8073 0.03
H 0.9945 -2.9267 -2.2786 0.03
O -2.6441 1.1004 3.0585 -0.09
H -1.8428 0.6182 2.7870 -0.02
H -2.3487 1.9838 3.3213 0.04
O 1.2311 2.1549 -2.5336 -0.09
H 1.7512 2.5364 -3.2539 0.08
H 1.6784 1.2905 -2.3630 0.02
O 1.9936 -0.4303 -2.5501 -0.08
H 1.0702 -0.7617 -2.6351 0.01
H 2.5253 -1.1892 -2.2780 0.04
O -0.6098 -1.4016 -2.5667 -0.07
H -0.8560 -0.5660 -3.0317 0.01
H -1.0473 -1.4003 -1.7215 0.03
```

The calculation puts the LUMO energy at 0.40 eV. The charge is 0. As for the SMILES: CCN[C@H](C)CCS.O.O.O.O.O.O. The orbital gap is 9.327 eV.



[2]
This record from the Open Molecules 2025 dataset describes 2 unconnected molecules or ions with the total composition C3H3N2O. The level of theory is ωB97M-V/def2-TZVPD.

The geometry in XYZ format:
```
9
Properties=species:S:1:pos:R:3:lowdin_charge:R:1
C 0.2350 1.3454 -2.5673 -0.20
C 0.7303 -0.4273 -0.9303 0.18
C -0.4909 -0.4764 1.5457 0.09
N 0.2116 0.5223 -1.6539 0.08
N -0.2967 -1.1662 2.4743 0.30
O 0.0725 2.1003 -3.3748 0.34
H -0.8440 0.5229 1.4054 0.13
H 0.3942 -0.4354 0.1801 -0.04
H -0.0120 -1.9855 2.9208 0.12
```

The calculation puts the LUMO energy (spin up / spin down) at -6.27 / -6.27 eV. The charge is +1. The orbital gap (spin up / spin down) is 6.943 / 6.927 eV.



[3]
This record from the Open Molecules 2025 dataset describes a molecular structure, C45H71N8O2PTi. The level of theory is ωB97M-V/def2-TZVPD.

The geometry in XYZ format:
```
128
Properties=species:S:1:pos:R:3:mulliken_spin:R:1
Ti -0.4941 0.2019 -0.3707 -0.01
C -0.6830 -2.4849 0.9559 0.00
C -1.2033 -2.6403 -0.4755 0.00
N -0.4442 -1.7909 -1.4533 0.00
C 0.6794 -2.5519 -2.0749 0.00
C 1.7275 -3.0168 -1.0841 0.00
C 2.2600 -4.2878 -1.1462 0.00
C 3.1974 -4.6546 -0.1830 0.00
C 3.5379 -3.7544 0.8101 0.00
C 2.9578 -2.4878 0.7977 0.00
C 3.2890 -1.4637 1.8847 0.00
N 2.4770 -0.2446 1.8460 0.00
C 1.4537 -0.0989 2.8928 0.00
C 0.2271 -0.9818 2.6560 0.00
N -0.1041 -1.1315 1.2112 0.00
N 2.0990 -2.1337 -0.1518 0.00
H 0.0753 -3.2309 1.1886 0.00
H -1.5109 -2.6404 1.6420 0.00
H -2.2300 -2.3204 -0.5110 0.00
H -1.1697 -3.6888 -0.7655 0.00
H -1.0948 -1.5933 -2.2151 0.00
H 1.1239 -1.9257 -2.8496 0.00
H 0.2704 -3.4267 -2.5753 0.00
H 1.9425 -4.9896 -1.9102 0.00
H 3.6380 -5.6441 -0.2013 0.00
H 4.2348 -4.0290 1.5960 0.00
H 4.3390 -1.1910 1.7696 0.00
H 3.2221 -1.9590 2.8577 0.00
H 3.0880 0.5538 1.9211 0.00
H 1.1591 0.9479 2.9127 0.00
H 1.8436 -0.3506 3.8823 0.00
H -0.6324 -0.5875 3.1903 0.00
H 0.4235 -1.9807 3.0492 0.00
H 0.8453 -1.1531 0.7573 0.00
C -1.5077 6.7807 -2.8577 0.00
C -2.0045 6.4888 -1.4328 0.01
C -3.5305 6.2493 -1.4595 0.01
C -1.7108 7.7019 -0.5451 0.01
C -1.3497 5.2160 -0.9103 0.11
C -1.3914 4.0687 -1.6569 0.00
C -0.8271 2.8986 -1.1349 0.12
N -0.8116 1.6715 -1.6972 0.23
C -1.8917 1.2703 -2.5578 -0.01
C -2.1369 1.7120 -3.8361 0.01
C -3.2831 1.2698 -4.4942 0.01
C -4.1403 0.4297 -3.7905 0.01
C -3.9381 -0.0225 -2.4780 0.00
C -2.7518 0.3890 -1.8827 -0.01
O -2.2443 0.0137 -0.6355 0.01
C -5.0053 -0.8863 -1.7750 0.00
C -5.2325 -0.3984 -0.3362 0.00
C -6.3562 -0.7861 -2.4978 0.00
C -4.5744 -2.3751 -1.7610 0.00
C -3.5883 1.7690 -5.9064 0.00
C -3.9175 3.2696 -5.8236 0.00
C -2.3630 1.5636 -6.8101 0.00
C -4.7780 1.0353 -6.5308 0.00
C -0.2695 2.8775 0.2098 0.23
O 0.0601 1.6466 0.6086 0.06
C -0.1811 4.0425 0.9760 -0.03
C -0.7148 5.1721 0.3811 0.20
C 0.4160 4.0568 2.3886 -0.01
C 1.8565 3.5066 2.3395 -0.01
C -0.4709 3.2139 3.3291 0.00
C 0.4846 5.4785 2.9540 0.00
H -1.9468 7.7162 -3.2071 0.00
H -0.4186 6.8919 -2.8836 0.00
H -1.7977 6.0002 -3.5668 0.00
H -4.0333 7.1562 -1.8028 0.00
H -3.7976 5.4346 -2.1370 0.00
H -3.9107 6.0091 -0.4628 0.00
H -2.1609 8.5870 -0.9944 0.00
H -2.1419 7.5953 0.4541 0.00
H -0.6373 7.8935 -0.4504 0.00
H -1.8676 4.0506 -2.6288 -0.01
H -1.4483 2.3988 -4.3174 0.00
H -5.0434 0.1095 -4.2853 0.00
H -5.6283 0.6205 -0.3322 0.00
H -5.9684 -1.0418 0.1510 0.00
H -4.3252 -0.4174 0.2644 0.00
H -6.6663 0.2522 -2.6436 0.00
H -6.3520 -1.2941 -3.4648 0.00
H -7.1129 -1.2770 -1.8837 0.00
H -4.0709 -2.6388 -0.8284 0.00
H -5.4507 -3.0227 -1.8300 0.00
H -3.9243 -2.6225 -2.6053 0.00
H -3.0693 3.8441 -5.4347 0.00
H -4.1544 3.6561 -6.8175 0.00
H -4.7802 3.4468 -5.1758 0.00
H -1.4936 2.1348 -6.4706 0.00
H -2.0870 0.5058 -6.8636 0.00
H -2.5943 1.9007 -7.8223 0.00
H -5.7107 1.2377 -5.9992 0.00
H -4.9129 1.3778 -7.5571 0.00
H -4.6167 -0.0453 -6.5607 0.00
H -0.6763 6.0913 0.9458 0.00
H 1.9250 2.5751 1.7691 0.01
H 2.5207 4.2433 1.8810 0.00
H 2.2230 3.3183 3.3502 0.00
H -0.7256 2.2404 2.9138 0.00
H 0.0336 3.0598 4.2855 0.00
H -1.4055 3.7409 3.5306 0.00
H 1.0732 6.1469 2.3192 0.00
H -0.5086 5.9126 3.1007 0.00
H 0.9704 5.4464 3.9308 0.00
C 4.8968 1.6254 -2.3313 0.00
N 3.7452 2.6484 -2.2790 0.00
C 3.1940 2.8141 -3.7123 0.00
N 2.8015 1.5546 -4.2408 0.00
C 3.9276 0.6177 -4.2502 0.00
N 4.4438 0.4024 -2.8957 0.00
C 3.5236 -0.3406 -2.0399 0.01
P 1.9152 0.5783 -1.7902 0.02
C 2.6763 2.2123 -1.3199 -0.02
C 1.6128 1.0026 -3.5883 0.00
H 5.2598 1.4977 -1.3142 0.00
H 5.6713 2.0765 -2.9460 0.00
H 4.1189 3.5454 -1.9680 0.00
H 4.0004 3.2525 -4.2950 0.00
H 2.3579 3.5080 -3.6531 0.00
H 4.7241 1.0164 -4.8763 0.00
H 3.6045 -0.3323 -4.6696 0.00
H 3.9803 -0.5179 -1.0650 0.00
H 3.3230 -1.3179 -2.4774 0.00
H 3.1213 2.1261 -0.3298 0.00
H 1.9109 2.9857 -1.2806 0.03
H 0.8001 1.7207 -3.6420 0.00
H 1.2900 0.1112 -4.1270 0.00
```

As for the spin multiplicity: 2. The calculation puts the LUMO energy (spin up / spin down) at -8.39 / -9.81 eV. The charge is +3. The orbital gap (spin up / spin down) is 7.171 / 5.736 eV.



[4]
This record from the Open Molecules 2025 dataset describes 4 unconnected molecules or ions with the total composition CH8O4. The level of theory is ωB97M-V/def2-TZVPD.

The geometry in XYZ format:
```
13
Properties=species:S:1:pos:R:3:lowdin_charge:R:1
C -0.3154 -1.1189 3.3734 -0.14
O -0.1835 -2.0447 2.6250 -0.01
H 0.3606 -0.2503 3.3463 0.08
H -1.1314 -1.1344 4.1136 0.08
O 0.2067 0.4567 -2.7376 -0.04
H 0.0443 0.1288 -3.5884 0.01
H -0.1048 -0.0063 -1.9551 -0.01
O -1.0149 -0.8687 -0.5995 0.00
H -0.8294 -1.5318 0.0293 0.02
H -1.8870 -0.5300 -0.5315 0.04
O 1.4335 3.0120 -1.6487 -0.07
H 0.6568 3.3793 -1.2265 0.02
H 1.1730 2.0934 -1.7744 -0.01
```

The calculation puts the LUMO energy at 0.41 eV. The charge is 0. As for the SMILES: C=O.O.O.O. The orbital gap is 11.106 eV.



charge of number 2 (C3H3N2O)? +1



Copy entry 1 word for word.
This record from the Open Molecules 2025 dataset describes 7 unconnected molecules or ions with the total composition C6H27NO6S. The level of theory is ωB97M-V/def2-TZVPD.

The geometry in XYZ format:
```
41
Properties=species:S:1:pos:R:3:lowdin_charge:R:1
C -2.0994 -1.7406 1.5428 -0.09
C -0.7216 -1.7885 2.2044 -0.26
N -0.1748 -0.4294 2.3277 -0.05
C 0.6959 -0.0343 1.2038 -0.41
C 2.1660 -0.3268 1.4912 -0.06
C 0.5196 1.4675 0.9379 -0.23
C -0.8104 1.7712 0.2383 -0.57
S -0.9519 3.5191 -0.2385 0.71
H -2.8351 -1.2446 2.1791 0.06
H -2.4752 -2.7390 1.3065 0.07
H -2.0742 -1.1260 0.6312 0.06
H -0.0953 -2.4971 1.6580 0.10
H -0.8601 -2.2104 3.2078 0.12
H 0.3337 -0.3453 3.1991 0.12
H 0.4264 -0.5632 0.2861 0.12
H 2.5468 0.3096 2.2880 0.08
H 2.3829 -1.3861 1.7687 0.09
H 2.7858 -0.1211 0.6112 0.08
H 0.5527 2.0039 1.9022 0.12
H 1.3353 1.8630 0.3213 0.10
H -0.8872 1.1598 -0.6610 0.04
H -1.6764 1.5649 0.8729 0.05
H 0.1293 3.6612 -1.0316 -0.16
O -1.1013 1.0474 -3.4433 -0.07
H -0.2539 1.4441 -3.1225 0.01
H -1.8577 1.5730 -3.1527 0.07
O 1.7408 -3.0097 -1.6759 -0.05
H 1.3637 -2.8308 -0.8073 0.03
H 0.9945 -2.9267 -2.2786 0.03
O -2.6441 1.1004 3.0585 -0.09
H -1.8428 0.6182 2.7870 -0.02
H -2.3487 1.9838 3.3213 0.04
O 1.2311 2.1549 -2.5336 -0.09
H 1.7512 2.5364 -3.2539 0.08
H 1.6784 1.2905 -2.3630 0.02
O 1.9936 -0.4303 -2.5501 -0.08
H 1.0702 -0.7617 -2.6351 0.01
H 2.5253 -1.1892 -2.2780 0.04
O -0.6098 -1.4016 -2.5667 -0.07
H -0.8560 -0.5660 -3.0317 0.01
H -1.0473 -1.4003 -1.7215 0.03
```

The calculation puts the LUMO energy at 0.40 eV. The charge is 0. As for the SMILES: CCN[C@H](C)CCS.O.O.O.O.O.O. The orbital gap is 9.327 eV.